[1]
73
Properties=species:S:1:pos:R:3:mulliken_spin:R:1 method="wB97M-V/def2-TZVPD" e_homo_ev="-19.17 / -19.17" e_tot_ev=-127848.735 lumo_ha="-0.5071 / -0.5696" multiplicity=3 de_lowest_kcal_mol=1.9 total_charge=+4 homo_lumo_gap_ev="5.37 / 3.67"
C 3.7706 3.8477 -2.9093 -0.007
H -1.5231 3.5766 -0.2508 0.000
O -1.9788 -1.7392 1.9884 0.005
H 1.3539 -3.8272 1.2121 0.001
H -1.2244 1.9032 -3.1260 0.011
H 3.6058 -1.5637 1.1702 -0.001
P -1.6064 -2.2009 -1.7712 -0.086
C -3.7113 -3.5817 3.1565 0.000
H 0.1697 3.0921 -0.6582 0.001
H -0.5247 2.6665 0.9355 0.001
H -2.5991 0.9761 1.2951 0.003
H -2.1195 -4.5273 -1.5528 -0.001
H -3.8828 -2.8258 -2.0294 0.001
H 1.5774 -3.5155 -1.6215 -0.003
H -0.0998 -2.8100 1.5905 -0.003
H 6.5935 5.0206 -0.1440 0.025
H -4.8038 -0.7518 2.3830 0.000
H 3.3354 -0.1461 0.0930 0.003
C -2.8965 1.1542 0.2558 0.013
H -3.8709 0.2110 3.5610 0.000
C 3.3371 3.2903 -0.5908 0.008
H -1.1678 -2.5756 4.7918 0.000
H -3.5914 0.3666 -0.0514 -0.003
H 2.7457 -2.1934 -1.9575 0.008
C -0.7478 2.8072 -0.1306 0.005
H -2.9902 -4.4002 3.2753 0.000
H -3.6500 -1.9662 -0.4698 0.001
H -2.7381 0.9885 -2.8367 -0.002
H 1.4648 -2.4440 2.3405 0.002
P -2.8715 -1.9713 3.1777 0.000
H -3.3998 2.1265 0.1814 0.000
C -1.4150 -3.8628 -1.0236 0.018
C 5.3349 5.5278 1.5316 0.405
H -3.7605 -1.0426 -2.0062 -0.003
H 2.4875 -0.2405 1.6681 -0.001
Se 1.4105 0.3732 -3.0567 0.189
H -0.5375 -2.9453 -3.8426 -0.002
H 4.2350 4.5026 -3.6438 0.000
Mo 0.0245 -0.5041 -1.3046 0.851
H -1.6666 -3.8116 0.0445 -0.001
C -2.0543 1.7452 -2.4213 -0.012
C 2.4470 1.9004 -2.3558 0.000
C 2.8673 -0.8261 0.8178 0.002
H -0.3932 -4.2450 -1.1504 -0.003
C 5.8311 5.6749 0.2984 0.452
P 1.4404 -1.6977 0.0596 0.016
H -2.6043 2.6884 -2.2795 -0.001
H 5.4530 6.4858 -0.3462 0.031
H 0.3206 0.4316 0.0310 -0.025
C 2.2900 -2.8093 -1.1641 -0.005
H 4.6017 6.2523 1.8983 0.024
H 4.4950 4.9806 -1.2202 0.035
H -4.4243 -3.5929 3.9968 0.000
C -4.2310 -0.7908 3.3129 0.000
C -1.5526 -2.6382 -3.5594 0.019
H -2.6846 -2.1157 5.5924 0.000
H 2.0957 1.5535 -0.2499 -0.002
C 2.5832 2.1857 -0.9980 0.016
H -1.6228 -0.8583 4.9245 0.000
H -4.2618 -3.7056 2.2168 0.000
H 3.4776 3.4748 0.4745 -0.019
H 5.6559 4.7510 2.2282 0.026
H -4.8878 -1.1395 4.1135 0.000
C -2.0061 -1.8724 4.7659 0.000
P -1.4009 1.2241 -0.7770 -0.032
C 0.9859 -2.8145 1.4243 0.005
C 3.0585 2.7221 -3.3202 0.011
H 3.0706 -3.3703 -0.6243 0.000
H -1.8476 -1.7731 -4.1674 -0.002
H -2.2545 -3.4722 -3.7272 0.000
C 3.9130 4.1319 -1.5484 0.008
C -3.4038 -1.9689 -1.5388 0.015
H 2.9740 2.5044 -4.3815 0.000

[2]
78
Properties=species:S:1:pos:R:3:lowdin_charge:R:1 method="wB97M-V/def2-TZVPD" e_homo_ev=-10.56 e_tot_ev=-43258.552 lumo_ha=-0.1289 de_lowest_kcal_mol=13.7 total_charge=+1 homo_lumo_gap_ev=7.06
C -0.8485 -6.5261 5.4067 -0.116
H -3.6671 0.2979 0.3556 0.112
N -0.6281 1.6877 1.1773 0.059
H 2.0164 -3.5372 2.4618 0.107
H 1.6735 2.7411 0.9007 0.126
C 3.0513 -3.1640 4.2816 -0.230
O 0.4741 -6.6055 5.8949 -0.192
C 1.4027 -7.2143 5.0080 -0.214
C -2.2316 4.5938 -5.3719 -0.208
C 1.1019 3.0966 0.0504 0.018
H 3.1845 -6.7361 3.9377 0.126
H 1.7990 -0.4248 1.8208 0.093
H 0.6664 0.3874 2.9125 0.098
H 1.9519 -3.7197 6.4836 0.092
O 0.3489 0.2229 -0.3316 0.129
O -1.6952 2.6286 -2.1272 -0.266
N 1.7573 -5.2588 3.5702 -0.050
H 4.2757 0.9261 -0.7822 0.102
H -1.6780 4.4368 -7.4192 0.126
H -1.2053 4.4055 -5.0257 0.109
H -2.0062 1.5252 -3.8758 0.089
H -1.7751 4.4955 -1.3582 0.121
H 2.3185 -0.1241 -2.0046 0.091
C 2.5848 -4.1225 3.1920 -0.208
C -2.3683 3.9449 -6.7302 -0.211
H 2.9591 1.0659 0.3576 0.071
C 0.1812 0.5105 0.8336 -0.428
C 0.7474 -0.2111 2.0075 0.037
C 1.5106 2.6440 -1.3625 -0.402
C 2.4966 0.8103 -2.5366 -0.018
O 0.7459 3.0282 -2.2451 0.027
O -2.0111 2.5695 -6.6774 -0.195
H 3.9854 2.4864 -0.0570 0.104
O -2.7623 2.2845 1.7483 0.164
H 3.7202 -2.4387 3.8090 0.117
H 3.4694 -4.5020 2.6702 0.120
H -0.4698 2.4228 -3.8027 0.092
H -2.6619 0.6762 -6.9717 0.090
H -0.8639 4.3780 -2.8532 0.111
H -3.3810 4.0681 -7.1237 0.126
H -2.0560 -0.3334 -0.0579 0.092
C -2.6447 0.5652 0.0951 0.040
H -2.3522 5.6753 -5.4809 0.128
H 1.6883 1.0217 -3.2307 0.086
H -0.8306 3.5692 0.6041 0.181
C -3.0447 4.4881 -3.0578 -0.186
H -0.7573 2.5784 -0.7275 0.111
H 1.9501 -7.9696 5.5767 0.125
H 0.9498 -2.2617 6.5951 0.089
H 0.9047 -4.9203 3.9965 0.069
N 2.6430 1.9221 -1.5842 -0.110
H -1.2012 -7.4987 5.0522 0.090
H 2.8550 -5.7138 5.3451 0.107
C -2.1148 1.5123 1.0961 -0.396
H 0.8828 -7.7210 4.1897 0.124
O 2.0159 -2.3983 4.8715 -0.197
H -3.8963 4.1065 -2.4879 0.124
H 3.6380 -3.6671 5.0580 0.114
H -0.7135 0.9768 -2.8064 0.089
C 3.4887 1.5947 -0.4371 -0.038
H -2.6219 1.1551 -0.8173 0.089
C -1.2008 1.8609 -3.2207 -0.072
H 0.4385 -3.5904 5.5542 0.073
H -3.6583 1.9112 -7.7601 0.092
H -0.9501 -5.7989 4.5919 0.076
N -0.3452 2.7568 0.2187 0.111
C -3.0879 1.6713 -6.8591 -0.112
H 1.1534 4.1859 0.0518 0.154
H 0.2021 -1.1402 2.1869 0.108
H -3.7742 1.6624 -6.0037 0.078
H -1.4789 -6.2075 6.2346 0.090
N -3.2386 4.0952 -4.4443 -0.042
H -3.0906 5.5797 -2.9978 0.127
H 3.4173 0.7065 -3.1113 0.099
C 1.3083 -3.0397 5.9218 -0.092
H -3.2689 3.0860 -4.5036 0.072
C -1.7736 4.0345 -2.3517 -0.199
C 2.3948 -6.2048 4.4769 -0.213